Record 1
Molecular formula: C8H14AlBrClF8Li2NO5P2
Method: DFT, ωB97M-V/def2-TZVPD

Geometry as XYZ:
```
43
Properties=species:S:1:pos:R:3
C 0.761 2.974 -1.649
C 1.307 1.977 -2.513
P 1.822 0.248 -3.247
C 0.322 -0.973 -3.015
C -0.358 -0.837 -1.533
C -1.986 -1.003 -1.484
O -2.699 -0.631 -2.712
C -2.729 0.821 -2.935
C -2.710 1.996 -1.793
O -2.822 1.224 -4.233
O 3.183 -0.328 -2.260
N 3.870 0.810 -1.942
O 4.364 0.712 -0.823
H 0.330 3.657 -0.769
H -0.396 -0.796 -3.920
H 0.701 -2.099 -3.111
H 0.084 -1.735 -0.882
H -0.085 0.140 -0.943
H -2.195 -2.165 -1.306
H -2.411 -0.467 -0.518
H -2.509 3.030 -2.355
H -1.774 1.867 -1.065
H -3.727 2.128 -1.206
Li 1.473 1.451 -0.116
F -2.127 2.614 -5.816
Al 1.773 -2.030 -0.800
C 2.428 -4.381 3.081
O 1.776 -3.190 2.682
H 1.905 -5.236 2.645
H 3.461 -4.369 2.727
H 2.406 -4.462 4.171
H 2.262 -2.450 3.084
Cl -4.827 3.035 -0.085
F 2.276 -0.667 4.299
P 0.973 0.090 4.697
F -0.308 0.704 4.057
F 0.167 -1.112 4.117
F 1.016 -0.669 6.057
F 1.809 1.096 3.850
F 0.878 1.186 5.800
Br -5.927 2.985 1.937
F 1.073 2.112 7.634
Li -2.827 2.740 -7.809
```

Its total charge is 0. The value obtained for the LUMO energy is -4.065 eV. Its spin multiplicity is 1.

=====

Record 2
Molecular formula: C8H14BaIN4OS
Method: DFT, ωB97M-V/def2-TZVPD

Geometry as XYZ:
```
30
Properties=species:S:1:pos:R:3
Ba 0.660 0.716 1.286
N 3.590 0.439 0.562
N 3.689 -0.171 -0.716
C 2.997 -1.288 -0.969
N 3.105 -1.783 -2.205
S 2.057 -2.021 0.247
H 3.977 1.374 0.472
H 4.208 -0.095 1.167
H 4.108 0.368 -1.455
H 3.786 -1.448 -2.867
H 2.672 -2.673 -2.380
O -1.304 1.886 0.431
C -2.674 1.457 0.371
C -2.734 -0.054 0.427
C -3.973 -0.676 0.436
C -4.027 -2.054 0.454
C -2.845 -2.780 0.459
C -1.654 -2.091 0.461
N -1.579 -0.738 0.452
H -1.208 2.853 0.225
H -3.131 1.804 -0.555
H -3.238 1.880 1.201
H -4.879 -0.080 0.423
H -4.984 -2.562 0.460
H -2.846 -3.862 0.464
H -0.712 -2.625 0.458
I 0.374 4.674 0.072
C 1.779 3.061 0.333
H 2.565 3.523 0.959
H 2.220 2.968 -0.672
```

Its total charge is +1. The value obtained for the LUMO energy is -2.892 eV. Its spin multiplicity is 1.

=====

Record 3
Molecular formula: C8H14Br3ClN2O4Pd
Method: DFT, ωB97M-V/def2-TZVPD

Geometry as XYZ:
```
33
Properties=species:S:1:pos:R:3
Pd 0.985 2.105 -0.727
Br 1.631 2.085 -3.375
Br 3.329 3.580 -0.126
Br -0.681 4.123 -0.565
Cl -2.182 -0.465 -0.999
O -2.398 -0.735 0.414
O -1.928 -1.739 -1.657
O -3.336 0.169 -1.518
O -1.026 0.358 -1.175
C 3.629 -2.504 -3.104
C 2.315 -3.064 -2.509
C 1.269 -1.985 -2.283
C 1.665 -0.949 -1.318
N 1.908 -0.128 -0.554
H 3.380 -1.859 -3.946
H 4.255 -3.332 -3.433
H 4.139 -1.890 -2.361
H 2.474 -3.801 -1.724
H 1.902 -3.642 -3.348
H 0.353 -2.336 -1.786
H 0.946 -1.565 -3.231
C -1.805 1.014 4.645
C -2.432 1.965 3.614
C -2.165 1.531 2.189
C -0.743 1.526 1.826
N 0.346 1.525 1.483
H -0.762 0.814 4.410
H -2.352 0.070 4.625
H -1.925 1.502 5.613
H -2.113 2.989 3.813
H -3.521 1.984 3.728
H -2.641 2.133 1.408
H -2.518 0.519 1.966
```

Its total charge is -2. The value obtained for the LUMO energy (alpha / beta) is 4.821 / 4.670 eV. The expectation value of S² is 2.008. Its spin multiplicity is 3.

=====

Record 4
Molecular formula: C8H14BrN3S
Method: DFT, ωB97M-V/def2-TZVPD

Geometry as XYZ:
```
27
Properties=species:S:1:pos:R:3
C 3.298 4.236 2.113
C 3.995 3.420 1.239
C 1.998 2.587 1.435
C 0.892 1.746 1.202
C -0.715 0.030 -0.142
C -3.082 -4.203 -1.179
C -2.697 -2.722 -1.269
C -1.200 -2.309 -1.099
N 2.046 3.631 2.312
N 3.183 2.455 0.748
N -1.072 -0.802 -1.220
S 0.770 0.710 -0.155
Br 5.806 3.424 0.611
H 3.688 5.183 2.539
H -0.014 1.914 1.612
H -1.534 0.159 0.493
H -2.249 -4.907 -1.477
H -3.365 -4.516 -0.109
H -3.911 -4.470 -1.772
H -3.292 -2.147 -0.518
H -3.147 -2.220 -2.159
H -0.794 -2.843 -0.226
H -0.774 -2.729 -2.069
H 1.191 3.893 2.680
H 3.273 1.671 0.117
H -1.879 -0.368 -1.659
H -0.412 -0.823 -2.050
```

Its total charge is +2. The value obtained for the LUMO energy (alpha / beta) is -8.263 / -8.818 eV. Its spin multiplicity is 1.

=====

Record 5
Molecular formula: C8H14ClF3N3
Method: DFT, ωB97M-V/def2-TZVPD

Geometry as XYZ:
```
29
Properties=species:S:1:pos:R:3
C 0.059 1.912 -1.929
N -0.521 1.863 -0.531
C -0.707 0.477 0.112
C -1.583 0.487 1.411
C 0.609 -0.117 0.305
C 1.780 0.423 1.057
Cl 1.990 2.135 1.300
C 2.875 -0.519 0.918
C 3.816 -0.203 -0.302
F 4.666 -1.174 -0.674
F 3.085 0.103 -1.413
F 4.571 0.781 0.107
N 2.182 -1.787 0.577
N 0.963 -1.418 -0.010
C 0.070 -2.603 0.416
H -0.540 1.263 -2.543
H 0.002 2.842 -2.444
H 1.040 1.746 -2.008
H 0.142 2.203 0.184
H -1.354 2.380 -0.548
H -1.387 0.069 -0.674
H -1.035 0.778 2.420
H -2.504 1.183 1.174
H -1.874 -0.504 1.640
H 3.664 -0.434 1.801
H 2.623 -2.519 0.060
H 0.634 -3.447 0.268
H -0.374 -2.562 1.378
H -0.812 -2.657 -0.359
```

Its total charge is +1. The value obtained for the LUMO energy is -3.145 eV. Its spin multiplicity is 1. The SMILES is C[NH2+][C@H](C)C1=C(Cl)[C@H](C(F)(F)F)NN1C.

=====

Record 6
Molecular formula: C8H14ClN6
Method: DFT, ωB97M-V/def2-TZVPD

Geometry as XYZ:
```
29
Properties=species:S:1:pos:R:3
C 0.729 1.374 1.500
C 0.431 -0.723 0.027
C 1.221 0.450 0.390
C -1.094 -0.647 0.521
C 3.118 2.071 -0.010
C 3.096 -0.145 -1.165
C -2.931 -2.134 1.101
C 2.433 0.795 -0.249
N 0.304 2.110 2.250
N 0.094 1.873 -0.974
N 0.977 -1.558 -0.709
N -1.700 0.466 -0.630
N -1.709 -1.866 0.459
N -0.937 1.424 -0.928
Cl -4.619 1.282 -0.883
H -1.260 -0.207 1.499
H 4.248 1.824 -0.023
H 2.871 2.708 0.906
H 2.944 2.795 -0.877
H 3.429 -1.091 -0.598
H 2.439 -0.548 -1.975
H 4.011 0.234 -1.783
H -3.051 -1.266 1.663
H -3.783 -2.307 0.445
H -2.887 -2.926 1.772
H 0.594 -2.519 -0.776
H -2.750 0.701 -0.648
H -1.533 -2.538 -0.305
H -4.686 0.370 0.001
```

Its total charge is +1. The value obtained for the LUMO energy is -4.723 eV. Its spin multiplicity is 1.

=====

Record 7
Molecular formula: C8H14F9I2NO10PdS3
Method: DFT, ωB97M-V/def2-TZVPD

Geometry as XYZ:
```
48
Properties=species:S:1:pos:R:3
Pd 0.074 -2.529 -0.826
I 1.824 -3.542 -2.839
I 0.560 -4.482 1.347
C 1.284 2.727 2.610
N 2.101 2.572 1.353
C 2.005 3.948 0.690
C 3.594 2.334 1.811
C 1.442 1.563 0.382
C 1.603 0.103 0.878
O 1.837 -0.991 -0.036
H 0.248 2.798 2.279
H 1.611 3.649 3.091
H 1.391 1.844 3.240
H 2.590 3.990 -0.229
H 2.547 4.650 1.325
H 1.025 4.293 0.361
H 3.616 1.659 2.667
H 3.883 3.335 2.130
H 4.079 2.140 0.855
H 2.094 1.903 -0.423
H 0.393 1.753 0.156
H 0.765 -0.147 1.529
H 2.512 0.079 1.478
H 2.772 -0.905 -0.235
C -1.900 -0.567 3.055
F -1.199 -1.682 3.441
F -2.981 -0.601 3.791
F -1.170 0.495 3.425
S -2.243 -0.481 1.141
O -1.889 0.880 0.765
O -1.265 -1.468 0.548
O -3.669 -0.883 0.979
C -4.399 -3.415 -1.808
F -4.002 -2.567 -2.751
F -4.742 -2.920 -0.584
F -5.501 -4.032 -2.270
S -2.871 -4.582 -1.578
O -3.252 -5.197 -0.322
O -2.837 -5.540 -2.710
O -1.727 -3.687 -1.540
C 0.624 1.108 -3.278
F 0.084 2.112 -2.598
F 1.013 1.596 -4.455
F 1.657 0.628 -2.504
S -0.741 -0.277 -3.564
O -0.231 -1.062 -4.715
O -0.573 -1.033 -2.310
O -2.037 0.428 -3.751
```

Its total charge is -1. The value obtained for the LUMO energy (alpha / beta) is 0.661 / -1.098 eV. The expectation value of S² is 3.761. Its spin multiplicity is 4.

=====

Record 8
Molecular formula: C8H14FN
Method: DFT, ωB97M-V/def2-TZVPD

Geometry as XYZ:
```
24
Properties=species:S:1:pos:R:3
C -2.122 -0.989 0.144
C -1.839 0.432 0.504
C -0.764 -1.798 0.143
C -1.059 1.103 -0.618
C 0.031 -1.137 -0.944
C 0.214 0.400 -0.620
C 1.425 0.732 0.216
C 2.212 1.173 1.375
N 1.371 1.070 -1.102
F 3.099 -1.103 -0.126
H -2.884 -1.354 0.808
H -2.488 -1.044 -0.906
H -2.727 0.967 0.717
H -1.277 0.423 1.526
H -0.257 -1.610 1.115
H -0.846 -2.837 -0.150
H -1.443 1.015 -1.710
H -0.706 2.154 -0.547
H 1.056 -1.591 -1.110
H -0.490 -1.197 -1.854
H 3.132 1.526 0.963
H 2.456 0.470 2.095
H 1.742 2.105 1.819
H 2.166 1.090 -1.737
```

Its total charge is 0. The value obtained for the LUMO energy is -0.300 eV. Its spin multiplicity is 1.

=====

Record 9
Molecular formula: C8H14HfN2P
Method: DFT, ωB97M-V/def2-TZVPD

Geometry as XYZ:
```
26
Properties=species:S:1:pos:R:3
C -2.057 -0.449 -1.456
C -2.073 -1.420 -2.537
C -1.202 -1.062 -3.630
C -0.466 0.172 -3.345
C -1.054 0.777 -2.121
Hf 0.090 -1.039 -1.627
P -0.503 -2.631 0.332
H -2.838 -0.544 -0.655
H -2.615 -2.395 -2.553
H -0.989 -1.669 -4.524
H -0.820 1.851 -1.927
H 0.463 0.601 -3.947
H 0.480 -3.394 1.136
H -1.303 -3.794 -0.155
H -1.371 -2.295 1.465
C 0.775 2.647 2.587
N 1.370 1.430 1.987
C 2.454 0.835 2.838
C 0.920 0.979 0.880
N 0.579 0.482 -0.158
H 1.492 2.822 3.406
H -0.245 2.434 2.973
H 0.795 3.472 1.847
H 2.148 -0.116 3.309
H 3.389 0.679 2.266
H 2.581 1.627 3.609
```

Its total charge is +1. The value obtained for the LUMO energy is -3.768 eV. Its spin multiplicity is 1.